Entry 1:
The following is a quantum chemistry calculation of C58H57N4O3P3S2Tc as an isolated structure, from the Open Molecules 2025 dataset.

<S²>: 3.80
frontier orbital gap (spin up / spin down): 0.251 / 0.236 Ha
multiplicity: 4
charge: +4
relative energy (zero: lowest compared OMol25 entry of this formula, charge and spin): 106.9 kcal per mole

Last column: Mulliken charge in e.
Element x y z (Å)
Tc (0.25905, -0.09928, -0.48655)  -0.524
O (0.09723, -1.31645, 1.22045)  1.901
P (-1.04030, -1.50570, 2.26758)  -0.343
C (-1.80747, 0.10148, 2.58388)  -1.743
P (-2.54765, 0.87162, 1.12234)  0.655
O (-1.60391, 0.66314, -0.09840)  0.705
C (-4.13714, 0.22093, 0.73630)  0.912
C (-4.98350, -0.30773, 1.70947)  -0.419
C (-6.27451, -0.67289, 1.36296)  -0.740
C (-6.72182, -0.49344, 0.05939)  -0.689
C (-5.87758, 0.04039, -0.91144)  -0.785
C (-4.58331, 0.40350, -0.57846)  -0.538
C (-2.66178, 2.59347, 1.54152)  0.411
C (-2.45832, 3.53079, 0.52947)  0.580
C (-2.61408, 4.88288, 0.79488)  -0.464
C (-2.97384, 5.29679, 2.07384)  -0.864
C (-3.16688, 4.36461, 3.08759)  -0.747
C (-3.01488, 3.01164, 2.82743)  -0.552
C (-2.29507, -2.60263, 1.67068)  1.215
C (-2.38593, -2.86473, 0.30228)  -0.223
C (-3.41219, -3.66398, -0.17917)  -1.028
C (-4.33581, -4.21249, 0.70394)  -0.848
C (-4.24838, -3.95541, 2.06860)  -1.095
C (-3.23496, -3.14552, 2.55623)  -0.575
C (-0.38998, -2.07390, 3.81272)  1.733
C (0.26395, -1.15801, 4.64869)  -0.938
C (0.72955, -1.57055, 5.88630)  -0.680
C (0.55324, -2.89177, 6.29295)  -0.742
C (-0.07566, -3.80816, 5.45894)  -1.116
C (-0.55132, -3.40386, 4.21987)  -0.492
H (-1.02629, 0.79438, 2.89884)  0.719
H (-2.53403, 0.00660, 3.39871)  0.751
H (-4.65450, -0.42840, 2.73759)  0.277
H (-6.93979, -1.08321, 2.11438)  0.504
H (-7.73976, -0.75939, -0.19963)  0.457
H (-6.23663, 0.18554, -1.92354)  0.516
H (-3.92420, 0.82583, -1.33183)  0.309
H (-2.17792, 3.17958, -0.44986)  -0.514
H (-2.46360, 5.61442, 0.00846)  0.550
H (-3.11231, 6.35223, 2.28291)  0.448
H (-3.44367, 4.69455, 4.08209)  0.474
H (-3.18455, 2.29589, 3.62744)  0.400
H (-1.66238, -2.44539, -0.38507)  0.093
H (-3.49434, -3.86256, -1.24215)  0.550
H (-5.12996, -4.84925, 0.32687)  0.572
H (-4.97248, -4.38488, 2.75161)  0.499
H (-3.18047, -2.93364, 3.62020)  0.583
H (0.41416, -0.12786, 4.33968)  0.287
H (1.21218, -0.86018, 6.54696)  0.538
H (0.90559, -3.20697, 7.26893)  0.455
H (-0.21400, -4.83346, 5.78398)  0.520
H (-1.05757, -4.11907, 3.57967)  0.326
C (3.13121, 3.35566, -3.96316)  -1.083
N (3.57521, 2.09957, -3.30334)  0.240
C (4.78621, 2.19235, -2.55575)  -0.234
C (5.32173, 1.38646, -1.58394)  -1.059
N (4.77965, 0.27959, -0.99085)  0.326
C (3.52079, -0.02324, -1.54240)  0.589
S (2.21780, -1.16653, -0.98179)  -0.211
H (3.05947, 4.16231, -3.24140)  0.423
H (2.17458, 3.18968, -4.44909)  0.352
H (3.86871, 3.60951, -4.72354)  0.467
H (5.35352, 3.08244, -2.78686)  0.632
H (6.29321, 1.67782, -1.20282)  0.576
H (5.37790, -0.39947, -0.54723)  0.294
C (3.59054, -0.60242, 3.32250)  -0.312
C (3.76113, 0.74425, 2.69396)  0.049
N (3.23664, 1.17042, 1.56152)  0.383
C (3.72695, 2.46605, 1.38662)  -0.395
C (4.53623, 2.80982, 2.41141)  -1.209
N (4.54403, 1.70710, 3.23823)  -0.029
H (2.58396, -0.97575, 3.13098)  -0.419
H (3.74192, -0.56313, 4.40181)  0.634
H (4.32020, -1.30941, 2.91539)  0.152
H (3.47549, 3.06159, 0.52033)  0.650
H (5.07781, 3.71800, 2.63682)  0.428
H (5.06134, 1.62791, 4.09775)  0.215
C (3.93301, -4.09321, 1.41332)  -1.262
S (2.48365, -3.08472, 1.21887)  0.514
O (3.12192, -1.95216, 0.25078)  -0.073
C (1.48984, -4.15122, 0.23941)  0.486
C (0.39125, -4.69458, 0.89881)  -0.687
C (-0.38519, -5.63102, 0.23194)  -0.448
C (-0.07015, -5.98530, -1.07390)  -0.710
C (1.02345, -5.41197, -1.72514)  -0.989
C (1.82448, -4.49539, -1.06854)  -0.485
H (4.31321, -4.37431, 0.43061)  0.424
H (3.60326, -4.97547, 1.97214)  0.510
H (4.67115, -3.53876, 1.99440)  0.419
H (0.15570, -4.40526, 1.92162)  0.581
H (-1.22856, -6.08861, 0.73609)  0.506
H (-0.67210, -6.72499, -1.58979)  0.493
H (1.26671, -5.70630, -2.73989)  0.510
H (2.69918, -4.07868, -1.55940)  0.529
C (-3.28082, 2.26785, -5.52055)  -0.793
C (-2.26805, 1.40616, -5.91275)  -0.919
C (-1.22576, 1.10464, -5.04681)  -0.885
C (-1.18802, 1.65609, -3.76237)  1.072
C (-2.22293, 2.51226, -3.37426)  -0.317
C (-3.25269, 2.82465, -4.24755)  -0.925
P (0.20288, 1.38589, -2.59781)  2.428
C (1.54479, 0.66975, -3.68361)  1.481
C (2.97755, 0.94996, -3.55751)  -1.039
C (3.75580, -0.22227, -3.19248)  0.043
C (3.37630, -1.49258, -3.86280)  -1.185
C (2.18279, -1.61132, -4.43602)  -1.526
C (1.22233, -0.57400, -4.12078)  -0.930
C (0.57046, 3.02868, -1.93286)  0.627
C (0.96570, 3.12492, -0.59261)  0.235
C (1.08174, 4.36005, 0.03091)  -0.884
C (0.79246, 5.51450, -0.68079)  -0.948
C (0.40357, 5.43517, -2.01678)  -1.075
C (0.28943, 4.20387, -2.63803)  -0.206
H (-4.07944, 2.51884, -6.20940)  0.443
H (-2.27853, 0.97166, -6.90494)  0.498
H (-0.43754, 0.47182, -5.41925)  0.611
H (-2.21616, 2.97478, -2.40113)  0.321
H (-4.02641, 3.51742, -3.93698)  0.528
H (2.95399, 0.88866, -1.40740)  -0.261
H (4.81823, -0.04787, -3.34880)  0.664
H (4.10858, -2.29594, -3.88033)  0.582
H (1.87845, -2.50578, -4.97028)  0.555
H (0.17399, -0.86875, -4.12411)  0.635
H (1.17843, 2.23151, -0.00729)  -0.103
H (1.38615, 4.42112, 1.06930)  0.600
H (0.85901, 6.48127, -0.19203)  0.506
H (0.16840, 6.33855, -2.56880)  0.569
H (-0.04197, 4.16030, -3.67015)  0.546

=====

Entry 2:
The following is a quantum chemistry calculation of C16H10Cl3F5HfN3OSiTe as an isolated structure, from the Open Molecules 2025 dataset.

frontier orbital gap: 0.265 Ha
charge: +1

Last column: Mulliken charge in e.
Element x y z (Å)
Hf (1.88303, 0.01376, -0.02146)  1.857
N (-6.81123, -2.26532, 1.90351)  -0.421
C (-5.86182, -1.86032, 1.40065)  -0.147
C (-4.66089, -1.35077, 0.78184)  0.642
C (-4.31936, -0.01028, 0.94627)  -1.045
C (-3.14618, 0.46333, 0.39514)  -0.546
C (-2.30288, -0.39229, -0.32483)  0.360
C (-2.66778, -1.72979, -0.49426)  -0.150
C (-3.84084, -2.20924, 0.05488)  -0.962
C (-1.01426, 0.08159, -0.81770)  0.983
C (-0.62947, 1.38557, -0.99377)  0.190
C (-1.31346, 2.62652, -1.21155)  -0.658
C (-0.36168, 3.59640, -1.29864)  -0.870
C (0.90508, 2.96299, -1.09185)  -0.252
N (0.77103, 1.66698, -0.95038)  0.024
C (0.04920, -0.91111, -1.10348)  -0.230
C (0.83789, -1.01740, -2.27375)  -0.116
C (1.72850, -2.06997, -2.04016)  -0.937
C (1.52369, -2.48313, -0.72601)  -0.443
N (0.51183, -1.77949, -0.13649)  -0.486
H (-4.96403, 0.64115, 1.51955)  0.472
H (-2.85578, 1.49070, 0.56732)  0.545
H (-2.03509, -2.39431, -1.06712)  0.488
H (-4.12708, -3.24354, -0.07369)  0.482
H (-2.37609, 2.74048, -1.35591)  0.677
H (-0.51560, 4.64745, -1.48201)  0.487
H (1.87974, 3.42878, -1.04541)  0.569
H (0.66245, -0.49141, -3.19946)  0.607
H (2.42627, -2.49269, -2.74509)  0.537
H (2.00747, -3.27616, -0.17875)  0.561
Cl (3.70505, 0.65696, 3.73262)  -0.220
Si (2.33166, -0.66326, 2.96664)  0.607
Cl (1.91069, -2.03415, 4.34865)  -0.216
Cl (0.49880, 0.23698, 2.36979)  -0.073
F (3.63822, -0.32981, -0.91691)  -0.686
Te (4.83920, 0.78299, 0.87631)  1.585
F (5.38699, 2.34967, 1.66011)  -0.359
F (4.37955, 1.93365, -0.51759)  -0.360
F (6.44594, 0.78356, -0.02528)  -0.392
F (2.64819, 1.58492, 1.06828)  -0.643
O (2.83306, -1.06997, 1.49997)  -0.457

=====

Entry 3:
The following is a quantum chemistry calculation of a 2-piece molecular cluster, H5N3S overall, from the Open Molecules 2025 dataset.

frontier orbital gap: 0.314 Ha
relative energy (zero: lowest compared OMol25 entry of this formula, charge and spin): 61.4 kcal per mole

Last column: Mulliken charge in e.
Element x y z (Å)
N (-1.16714, 0.27601, 0.12059)  -0.402
N (1.86038, 0.61786, 0.07039)  -0.546
N (-0.55403, -0.67060, -0.63304)  -0.316
S (1.16963, -0.95820, -0.13288)  0.042
H (-1.24120, 0.17845, 1.26330)  0.223
H (-2.03299, 0.52984, -0.28581)  0.245
H (1.60510, 1.13791, -0.71853)  0.283
H (1.44683, 0.98416, 0.89302)  0.288
H (-1.08658, -2.09542, -0.57704)  0.182

=====

Entry 4:
The following is a quantum chemistry calculation of C32H35IN5O7Rb as an isolated structure, from the Open Molecules 2025 dataset.

frontier orbital gap: 0.145 Ha
charge: -2
relative energy (zero: lowest compared OMol25 entry of this formula, charge and spin): 12.7 kcal per mole

Last column: Mulliken charge in e.
Element x y z (Å)
Rb (0.80581, -1.30445, 1.10480)  0.821
O (-5.18898, -1.51447, 3.83991)  -0.749
C (-4.10063, -1.35134, 3.30417)  0.508
C (-2.81481, -1.00568, 3.98870)  0.158
O (-2.66494, -0.81801, 5.18970)  -0.751
C (-1.76579, -0.93742, 2.94397)  0.752
C (-2.35700, -1.36143, 1.68075)  0.832
O (-1.74386, -1.55771, 0.59496)  -0.993
C (-3.80354, -1.45739, 1.85204)  -0.142
O (-4.63450, -1.60834, 0.94490)  -0.688
O (-0.57782, -0.59446, 3.12922)  -0.843
N (1.73507, -5.89260, 2.43821)  -0.403
C (2.43091, -4.73787, 2.26137)  0.489
O (2.13584, -3.90487, 1.43345)  -0.515
C (3.57142, -4.49179, 3.23569)  -0.311
I (5.21708, -5.77244, 2.83516)  0.058
H (1.03351, -6.11157, 1.75006)  0.257
H (2.14266, -6.64902, 2.95920)  0.190
H (3.25839, -4.66286, 4.26243)  0.440
H (3.90155, -3.46646, 3.10289)  -0.232
C (6.45663, 3.86173, -1.52647)  -1.592
C (5.28700, 2.90484, -1.48323)  0.525
C (4.32654, 2.94646, -2.48522)  -0.811
C (3.26153, 2.03023, -2.42000)  1.325
C (2.17145, 2.06115, -3.46391)  -1.474
C (3.18995, 1.12863, -1.39045)  -0.650
C (4.14091, 1.04762, -0.30694)  -0.239
C (5.21278, 1.99735, -0.43365)  -0.400
N (3.86848, 0.13513, 0.61997)  -0.177
C (4.71291, -0.27650, 1.72620)  2.157
C (5.10533, -1.74389, 1.46653)  -1.589
C (6.01759, 0.47732, 2.04334)  -2.393
C (3.85227, -0.22932, 2.99817)  -1.554
H (6.33866, 4.59163, -2.32997)  0.353
H (7.39791, 3.32943, -1.69206)  0.285
H (6.55653, 4.40931, -0.58551)  0.318
H (4.39504, 3.66328, -3.29733)  0.181
H (2.49848, 2.59387, -4.36000)  0.393
H (1.27677, 2.56387, -3.08498)  0.183
H (1.87220, 1.05224, -3.75447)  0.324
H (2.35668, 0.43466, -1.34751)  0.326
H (5.99538, 2.05731, 0.30623)  0.359
H (5.73965, -1.80526, 0.57895)  0.357
H (4.20891, -2.33490, 1.27098)  0.280
H (5.65447, -2.17821, 2.31402)  0.355
H (6.72437, 0.42532, 1.21450)  0.453
H (6.48936, 0.01564, 2.91748)  0.482
H (5.83065, 1.52555, 2.28104)  0.437
H (2.91601, -0.76035, 2.82505)  0.080
H (3.59071, 0.80248, 3.24024)  0.388
H (4.36023, -0.67337, 3.86274)  0.371
C (-8.17343, -2.99950, -2.11952)  -1.506
C (-7.50311, -1.65202, -2.16122)  0.758
C (-6.63846, -1.24865, -1.15471)  -0.592
C (-6.03187, 0.00137, -1.16833)  -0.751
C (-6.25303, 0.86787, -2.23099)  0.524
N (-5.69318, 2.15779, -2.33776)  -0.048
C (-4.48702, 2.71204, -1.93881)  0.327
O (-4.31315, 3.91314, -2.09811)  -0.746
N (-3.55827, 1.86054, -1.42693)  -0.020
C (-2.23836, 2.18519, -1.04854)  0.743
C (-1.72092, 3.46970, -0.96805)  -0.342
C (-0.40290, 3.61058, -0.55526)  -0.847
C (0.34902, 2.49235, -0.24280)  -0.648
N (-0.15019, 1.25816, -0.32021)  0.412
C (-1.41022, 1.11226, -0.70734)  -1.040
C (-7.11982, 0.46896, -3.25322)  -0.759
C (-7.74046, -0.76471, -3.21009)  -0.594
H (-7.74772, -3.61737, -1.32995)  0.322
H (-8.05503, -3.53226, -3.06606)  0.333
H (-9.24569, -2.90716, -1.92775)  0.311
H (-6.41069, -1.89001, -0.31188)  0.439
H (-5.41722, 0.25493, -0.31569)  0.858
H (-6.24197, 2.84496, -2.82624)  0.255
H (-3.78272, 0.87806, -1.38767)  0.229
H (-2.33088, 4.32214, -1.21876)  0.501
H (0.03936, 4.59554, -0.47799)  0.416
H (1.38758, 2.57202, 0.05662)  0.439
H (-1.79919, 0.09648, -0.69788)  0.416
H (-7.28941, 1.13540, -4.09225)  0.345
H (-8.40680, -1.05092, -4.01794)  0.331